No. 1
{
  "formula": "C21H21FN2O4",
  "method": "wB97M-V/def2-TZVPD",
  "de_lowest_ev": 1.183,
  "smiles": "O=C(Nc1ccc2c(c1)OCCO2)C1CCN(C(=O)c2ccc(F)cc2)CC1",
  "total_energy_ha": -1323.20944,
  "symbols": ["O", "C", "N", "C", "C", "C", "C", "C", "C", "O", "C", "C", "O", "C", "C", "C", "N", "C", "O", "C", "C", "C", "C", "F", "C", "C", "C", "C", "H", "H", "H", "H", "H", "H", "H", "H", "H", "H", "H", "H", "H", "H", "H", "H", "H", "H", "H", "H", "H"],
  "xyz": [[1.31, 0.07, -0.39], [0.68, 0.28, 0.62], [1.17, 0.14, 1.88], [2.44, -0.27, 2.30], [2.69, -0.34, 3.67], [3.91, -0.76, 4.14], [4.92, -1.12, 3.26], [4.69, -1.02, 1.88], [3.45, -0.61, 1.41], [5.66, -1.31, 0.96], [6.95, -1.39, 1.52], [6.92, -2.21, 2.81], [6.11, -1.56, 3.77], [-0.79, 0.70, 0.60], [-1.14, 1.33, -0.74], [-2.64, 1.62, -0.82], [-3.40, 0.42, -0.57], [-4.24, -0.19, -1.43], [-4.88, -1.18, -1.14], [-4.36, 0.43, -2.80], [-3.32, 0.31, -3.72], [-3.47, 0.80, -5.00], [-4.66, 1.41, -5.35], [-4.80, 1.90, -6.60], [-5.71, 1.52, -4.46], [-5.56, 1.02, -3.18], [-3.14, -0.17, 0.72], [-1.66, -0.54, 0.83], [0.54, 0.35, 2.64], [1.91, -0.07, 4.37], [4.11, -0.83, 5.20], [3.29, -0.55, 0.35], [7.58, -1.87, 0.76], [7.33, -0.39, 1.74], [7.91, -2.30, 3.25], [6.52, -3.21, 2.59], [-0.97, 1.43, 1.41], [-0.85, 0.64, -1.54], [-0.58, 2.25, -0.89], [-2.91, 2.37, -0.06], [-2.90, 2.03, -1.80], [-2.40, -0.17, -3.43], [-2.67, 0.72, -5.73], [-6.63, 1.99, -4.77], [-6.37, 1.08, -2.47], [-3.41, 0.54, 1.51], [-3.77, -1.06, 0.81], [-1.42, -1.29, 0.07], [-1.46, -0.98, 1.81]]
}



No. 2
{
  "formula": "C21H21MnN3OS4Te",
  "method": "wB97M-V/def2-TZVPD",
  "spin_multiplicity": 5,
  "total_charge": -1,
  "total_energy_ha": -4064.28942,
  "symbols": ["Mn", "O", "C", "N", "C", "C", "C", "C", "C", "C", "N", "C", "C", "C", "C", "C", "N", "H", "H", "H", "H", "H", "H", "H", "H", "H", "H", "S", "S", "S", "S", "C", "C", "C", "C", "C", "C", "Te", "C", "C", "C", "H", "H", "H", "H", "H", "H", "H", "H", "H", "H", "H"],
  "xyz": [[0.98, 0.91, 1.00], [-0.90, 4.15, 2.41], [-0.27, 3.31, 1.77], [0.06, 2.08, 2.17], [-0.21, 1.66, 3.52], [0.46, 0.34, 3.73], [0.35, -0.36, 4.92], [1.03, -1.55, 5.08], [1.80, -2.01, 4.02], [1.84, -1.28, 2.86], [1.18, -0.13, 2.69], [0.26, 3.56, 0.39], [0.16, 4.79, -0.21], [0.69, 4.96, -1.48], [1.25, 3.86, -2.11], [1.32, 2.66, -1.44], [0.87, 2.50, -0.19], [-1.29, 1.59, 3.71], [0.20, 2.40, 4.22], [-0.27, 0.05, 5.71], [0.96, -2.11, 6.00], [2.37, -2.93, 4.10], [2.42, -1.62, 2.00], [-0.33, 5.58, 0.34], [0.65, 5.93, -1.96], [1.64, 3.94, -3.12], [1.74, 1.78, -1.90], [3.12, 2.81, 2.77], [4.62, 1.62, 2.18], [4.40, 1.34, 0.13], [2.81, 0.06, -0.10], [-2.21, -4.22, -4.74], [-1.87, -3.25, -3.64], [-0.78, -3.45, -2.81], [-0.51, -2.62, -1.73], [0.68, -2.93, -0.87], [-1.36, -1.53, -1.46], [-1.20, -0.37, 0.34], [-2.43, -1.28, -2.34], [-3.33, -0.09, -2.16], [-2.66, -2.14, -3.40], [-1.43, -4.97, -4.86], [-2.34, -3.70, -5.70], [-3.15, -4.73, -4.52], [-0.11, -4.28, -3.00], [1.37, -3.59, -1.40], [0.37, -3.41, 0.06], [1.21, -2.03, -0.61], [-2.75, 0.80, -1.93], [-4.02, -0.25, -1.32], [-3.92, 0.09, -3.06], [-3.50, -1.93, -4.07]]
}



No. 3
{
  "formula": "C21H21N2O",
  "method": "wB97M-V/def2-TZVPD",
  "de_lowest_ev": 2.415,
  "total_charge": 1,
  "total_energy_ha": -997.30843,
  "symbols": ["C", "C", "C", "C", "C", "C", "C", "C", "C", "C", "C", "C", "C", "C", "H", "H", "H", "H", "H", "H", "H", "H", "H", "H", "H", "H", "H", "C", "C", "O", "N", "C", "C", "C", "N", "C", "C", "H", "H", "H", "H", "H", "H", "H", "H"],
  "xyz": [[-4.46, -1.28, 3.38], [-3.05, -0.79, 3.23], [-2.82, 0.49, 2.75], [-1.53, 1.00, 2.64], [-0.40, 0.20, 2.94], [0.88, 0.87, 2.76], [2.12, 0.11, 2.80], [3.29, 0.81, 3.19], [4.48, 0.13, 3.41], [4.54, -1.27, 3.31], [3.39, -1.98, 2.93], [2.21, -1.30, 2.63], [-0.66, -1.08, 3.53], [-1.96, -1.58, 3.60], [-4.50, -2.37, 3.40], [-4.94, -0.91, 4.29], [-5.06, -0.92, 2.54], [-3.66, 1.11, 2.42], [-1.37, 2.03, 2.32], [0.93, 1.84, 3.22], [3.23, 1.88, 3.35], [5.38, 0.69, 3.66], [5.46, -1.81, 3.54], [3.42, -3.07, 2.85], [1.33, -1.87, 2.30], [0.15, -1.69, 3.95], [-2.15, -2.60, 3.94], [3.37, 5.61, -3.65], [2.64, 4.51, -2.90], [2.58, 3.34, -3.31], [2.05, 4.94, -1.72], [1.49, 4.13, -0.73], [1.21, 4.69, 0.54], [0.87, 3.83, 1.59], [0.91, 2.46, 1.44], [0.95, 1.97, 0.20], [1.28, 2.76, -0.91], [4.17, 6.04, -3.02], [3.82, 5.19, -4.55], [2.67, 6.41, -3.94], [2.22, 5.91, -1.49], [1.32, 5.77, 0.73], [0.53, 4.24, 2.54], [0.68, 0.91, 0.07], [1.45, 2.29, -1.86]]
}



No. 4
{
  "formula": "C21H21N2O3S2",
  "method": "wB97M-V/def2-TZVPD",
  "total_charge": -1,
  "total_energy_ha": -1944.35743,
  "symbols": ["C", "C", "C", "N", "C", "S", "S", "C", "C", "H", "H", "H", "H", "H", "H", "H", "H", "H", "H", "O", "N", "O", "C", "C", "C", "C", "C", "C", "C", "C", "C", "C", "C", "C", "C", "O", "C", "C", "H", "H", "H", "H", "H", "H", "H", "H", "H", "H", "H"],
  "xyz": [[-3.72, -0.35, -2.99], [-2.95, -1.66, -3.10], [-1.52, -1.55, -2.54], [-0.81, -0.33, -2.88], [0.53, -0.31, -2.54], [1.76, -1.29, -3.03], [1.21, 1.02, -1.58], [-1.53, 0.93, -3.01], [-2.92, 0.79, -3.63], [-4.70, -0.45, -3.47], [-3.86, -0.12, -1.92], [-3.46, -2.45, -2.54], [-2.90, -1.97, -4.15], [-1.60, -1.63, -1.43], [-0.90, -2.39, -2.88], [-1.63, 1.40, -2.02], [-0.93, 1.63, -3.62], [-2.82, 0.59, -4.70], [-3.47, 1.73, -3.52], [3.58, 5.96, 2.79], [4.34, 5.07, 2.36], [5.58, 5.22, 2.26], [3.77, 3.83, 1.94], [4.58, 2.82, 1.37], [3.99, 1.69, 0.83], [2.59, 1.53, 0.78], [1.91, 0.34, 0.08], [0.85, -0.25, 0.89], [0.49, -1.62, 0.76], [-0.47, -2.22, 1.77], [-0.78, -1.62, 3.00], [-1.69, -2.24, 3.89], [-2.25, -3.48, 3.57], [-1.89, -4.11, 2.37], [-1.00, -3.49, 1.49], [0.93, -2.35, -0.15], [1.81, 2.51, 1.42], [2.38, 3.65, 1.98], [5.66, 2.97, 1.37], [4.62, 0.89, 0.42], [2.65, -0.43, -0.18], [0.32, 0.37, 1.58], [-0.32, -0.67, 3.26], [-1.94, -1.73, 4.82], [-2.94, -3.96, 4.26], [-2.30, -5.09, 2.12], [-0.71, -3.99, 0.57], [0.73, 2.38, 1.49], [1.76, 4.43, 2.44]]
}



No. 5
{
  "formula": "C21H21N5O4S4SbW",
  "method": "wB97M-V/def2-TZVPD",
  "de_lowest_ev": 1.402,
  "spin_multiplicity": 2,
  "total_energy_ha": -3287.71480,
  "symbols": ["W", "O", "C", "O", "C", "C", "C", "C", "C", "C", "C", "C", "C", "N", "H", "H", "H", "H", "H", "H", "S", "Sb", "S", "S", "C", "C", "N", "O", "C", "C", "N", "O", "H", "H", "H", "H", "H", "H", "H", "N", "C", "S", "N", "C", "C", "C", "C", "C", "C", "H", "H", "H", "H", "H", "H", "H", "H"],
  "xyz": [[-0.92, -1.48, 0.39], [-3.59, -1.23, 3.48], [-2.62, -1.36, 2.78], [-2.59, -1.35, 1.47], [-1.25, -1.59, 3.37], [-1.08, -1.55, 4.76], [0.19, -1.66, 5.25], [1.28, -1.87, 4.36], [2.61, -1.99, 4.82], [3.61, -2.29, 3.95], [3.32, -2.52, 2.59], [2.05, -2.39, 2.12], [1.00, -2.02, 2.98], [-0.27, -1.84, 2.51], [-1.95, -1.41, 5.38], [0.39, -1.59, 6.32], [2.80, -1.84, 5.88], [4.63, -2.38, 4.30], [4.12, -2.80, 1.92], [1.82, -2.60, 1.08], [-3.14, -3.71, -3.15], [-3.52, -2.59, -1.25], [-1.73, -3.73, 0.20], [-1.81, -0.68, -1.61], [2.27, -1.87, -2.68], [1.39, -1.49, -1.55], [0.47, -2.33, -1.05], [0.50, -3.54, -1.63], [1.37, -0.27, -0.87], [2.11, 0.98, -1.20], [0.70, -0.40, 0.31], [-0.34, 0.44, 0.71], [1.66, -2.17, -3.54], [2.88, -2.74, -2.42], [2.92, -1.05, -2.96], [-0.33, -3.97, -1.26], [3.13, 0.93, -0.83], [1.63, 1.84, -0.74], [2.15, 1.14, -2.28], [-3.87, 3.31, -1.26], [-3.01, 2.49, -0.63], [-3.48, 1.37, 0.50], [-1.69, 2.57, -0.96], [-1.11, 3.27, -2.04], [-0.27, 2.58, -2.91], [0.36, 3.24, -3.94], [0.15, 4.60, -4.14], [-0.71, 5.28, -3.29], [-1.33, 4.63, -2.23], [-4.84, 3.14, -1.08], [-3.61, 3.80, -2.11], [-1.14, 1.84, -0.51], [-0.15, 1.51, -2.78], [1.02, 2.70, -4.61], [0.63, 5.12, -4.95], [-0.89, 6.34, -3.44], [-1.95, 5.18, -1.54]]
}